# 1
45
Properties=species:S:1:pos:R:3:forces:R:3 method="wB97M-V/def2-TZVPD" total_charge=-1 smiles="Cc1ccccc1[C@H](Oc1cc(OCc2ccncc2)ccc1C#N)C(=O)[O-]" e_above_lowest_kcal_mol=52.15 orbital_gap_ev=7.461
C -1.3863 4.8537 1.2379 -2.260 0.796 -1.251
C -2.2964 3.6437 1.3726 3.358 -0.450 -2.604
C -3.4774 3.8238 1.9758 -0.887 -3.876 -1.044
C -4.3619 2.7681 1.9877 0.659 -2.367 -0.497
C -4.0390 1.5150 1.4010 -1.029 1.836 0.906
C -2.8329 1.3922 0.7570 0.495 0.461 0.334
C -1.8767 2.3871 0.7436 -1.084 2.818 1.138
C -0.4986 2.2258 0.1287 1.156 1.458 0.501
O -0.7508 1.4936 -1.0763 0.353 -0.278 -1.096
C 0.2354 0.8445 -1.7731 -0.406 0.377 -0.227
C 0.3050 -0.5477 -1.5663 0.342 1.508 0.094
C 1.3411 -1.2539 -2.1319 1.285 -0.628 -0.621
O 1.6877 -2.4897 -1.6455 -1.401 -0.508 -1.731
C 1.9626 -2.5161 -0.2768 0.835 -0.894 0.341
C 1.8154 -3.9179 0.3265 0.327 -0.297 -0.309
C 1.8306 -5.0752 -0.5386 0.263 -0.410 5.044
C 1.7850 -6.3563 0.1751 -1.707 2.053 -1.330
N 1.5611 -6.5019 1.5194 1.083 0.453 -1.862
C 1.6672 -5.3761 2.2468 0.092 0.806 -1.733
C 1.8363 -4.0788 1.7557 -0.734 -2.062 -3.364
C 2.1669 -0.7278 -3.1593 -1.337 2.348 1.367
C 2.0137 0.6541 -3.4030 -1.161 -0.794 -0.067
C 1.0405 1.4957 -2.7635 0.828 -2.169 0.275
C 0.8796 2.8712 -3.1247 -1.369 2.890 0.327
N 0.5686 3.9984 -3.2839 1.131 -3.074 0.152
C 0.4316 1.4346 1.1098 2.841 -2.132 1.753
O 1.6255 1.8044 1.4144 -2.370 1.015 -1.482
O -0.0060 0.3294 1.5362 -0.959 0.523 -0.899
H -0.9043 4.8500 0.2538 0.001 0.257 0.387
H -1.9589 5.8346 1.3739 0.669 -1.355 -0.224
H -0.7018 4.7752 2.0014 2.102 0.174 1.546
H -3.7219 4.6621 2.4539 -0.830 3.509 1.622
H -5.2527 2.8115 2.5318 -1.414 0.322 0.697
H -4.7465 0.6811 1.4968 0.387 0.377 -0.239
H -2.6181 0.4932 0.2970 0.603 -1.782 -0.866
H 0.0800 3.2213 -0.0859 -1.343 -1.758 0.151
H -0.3716 -0.9435 -0.8184 0.271 -0.097 0.068
H 3.0179 -2.3363 -0.3004 1.078 0.265 0.848
H 1.5168 -1.6661 0.2087 -0.579 -0.053 0.828
H 1.9247 -5.0181 -1.5902 -0.077 0.093 -0.784
H 1.6184 -7.1674 -0.5815 0.474 -0.032 1.541
H 1.5400 -5.4157 3.2826 -0.189 -0.721 1.580
H 1.7705 -3.2576 2.3968 0.137 1.222 0.847
H 2.9791 -1.2303 -3.6444 0.044 -0.536 0.067
H 2.6005 1.0121 -4.2214 0.322 0.710 -0.183



# 2
19
Properties=species:S:1:pos:R:3:forces:R:3 method="wB97M-V/def2-TZVPD" total_charge=0 smiles="O=C1C=CC(=O)C=C1.C=C=C" e_above_lowest_kcal_mol=95.08 orbital_gap_ev=8.378
O 1.5081 0.2255 -2.8909 -0.684 0.682 -0.056
C 0.4867 0.1974 -2.2325 0.589 -1.965 0.901
C -0.5286 1.2434 -2.1276 1.547 3.382 -2.910
C -1.5534 1.2300 -1.3029 -1.535 2.000 0.500
C -1.7924 0.1041 -0.3938 0.427 -0.604 0.447
O -2.6876 0.1648 0.4244 0.150 -0.343 -0.125
C -0.8314 -1.0624 -0.4908 1.034 3.274 -3.525
C 0.2090 -1.0059 -1.3883 -1.581 -0.791 2.268
H -0.2516 2.1679 -2.8412 -0.944 -2.048 1.783
H -2.2651 2.1348 -1.1596 1.290 -1.738 -0.441
H -1.1361 -1.9086 -0.0207 -0.376 -2.373 1.719
H 0.8686 -1.8774 -1.3653 0.070 0.461 -0.628
C 0.4462 0.8314 2.0638 -2.594 -1.999 0.190
C 1.1635 -0.2352 2.1838 0.338 -0.714 0.551
C 1.8661 -1.3059 2.4476 -0.672 0.616 -3.888
H 0.7962 1.7678 1.9771 1.879 3.097 -0.385
H -0.6600 0.8675 2.0755 0.621 -0.710 0.054
H 2.2403 -1.9765 1.6566 -0.289 0.500 0.267
H 2.1215 -1.5626 3.3847 0.730 -0.726 3.277



The HOMO energy results, record by record, are as follows: -4.773, -9.990 eV.